1.
C20H44NO9S4 | wB97M-V/def2-TZVPD

E ... -84703.8652 eV
HOMO ... -11.94 eV
Orbital gap ... 8.45 eV

Geometry as ORCA input:
```
! wB97M-V def2-TZVPD RIJCOSX def2/J DEFGRID3
* xyz 1 1
C -2.424 -1.070 2.742
C -3.405 0.054 2.318
O -4.135 -0.198 1.120
C -4.919 -1.352 1.202
C -5.919 -1.345 2.377
N -6.484 0.030 2.648
H -2.528 -1.997 2.177
H -1.392 -0.736 2.602
H -2.521 -1.232 3.819
H -4.055 0.325 3.168
H -2.796 0.949 2.118
H -4.354 -2.289 1.236
H -5.503 -1.392 0.275
H -5.507 -1.720 3.317
H -6.741 -2.014 2.112
H -6.255 0.720 1.930
H -7.499 -0.046 2.691
H -6.202 0.328 3.577
C 2.101 -5.000 2.538
C 1.834 -3.586 2.022
C 0.313 -3.417 1.914
S -0.402 -4.510 3.145
O -1.152 -5.539 2.462
O -0.990 -3.720 4.205
C 1.144 -5.203 3.707
H 3.136 -5.130 2.840
H 1.887 -5.728 1.750
H 2.236 -2.858 2.730
H 2.319 -3.410 1.063
H 0.003 -2.397 2.121
H -0.057 -3.727 0.938
H 1.001 -6.249 3.972
H 1.462 -4.634 4.581
C -1.927 3.022 -0.559
C -1.357 4.443 -0.602
C -0.328 4.560 0.528
S 0.316 2.909 0.789
O -0.080 2.461 2.106
O 1.687 2.851 0.342
C -0.723 2.097 -0.417
H -2.505 2.790 -1.454
H -2.587 2.913 0.307
H -0.869 4.609 -1.564
H -2.138 5.195 -0.501
H 0.492 5.224 0.265
H -0.788 4.890 1.458
H -0.981 1.099 -0.067
H -0.161 2.035 -1.349
C 3.509 -6.006 -1.844
C 4.711 -5.374 -2.556
C 5.585 -4.716 -1.482
S 5.306 -5.642 0.027
O 4.660 -4.776 0.987
O 6.494 -6.388 0.361
C 4.083 -6.757 -0.647
H 2.952 -6.672 -2.502
H 2.828 -5.222 -1.502
H 5.280 -6.153 -3.068
H 4.400 -4.650 -3.307
H 6.642 -4.758 -1.734
H 5.289 -3.684 -1.300
H 3.342 -6.992 0.114
H 4.600 -7.664 -0.960
C 1.918 7.165 -4.242
C 1.255 8.445 -4.763
C -0.255 8.187 -4.826
S -0.604 6.961 -3.567
O -1.055 5.749 -4.211
O -1.353 7.570 -2.492
C 1.087 6.727 -3.041
H 2.959 7.331 -3.967
H 1.892 6.394 -5.015
H 1.459 9.268 -4.073
H 1.645 8.733 -5.738
H -0.832 9.085 -4.617
H -0.552 7.771 -5.787
H 1.245 5.687 -2.761
H 1.259 7.377 -2.183
*
```

=====

2.
C21H25N3O3 | wB97M-V/def2-TZVPD

E ... -32796.5998 eV
HOMO ... -8.20 eV
Orbital gap ... 8.94 eV
Energy relative to the best compared isomer or geometry (same formula, charge and spin) ... 17.16 kcal per mole

Geometry as ORCA input:
```
! wB97M-V def2-TZVPD RIJCOSX def2/J DEFGRID3
* xyz 0 1
O 4.319 1.188 2.274
C 3.741 0.205 2.694
C 4.344 -1.199 2.736
O 3.378 -2.184 2.447
C 2.671 -2.058 1.274
C 1.494 -2.798 1.185
C 0.702 -2.716 0.062
C 1.058 -1.898 -1.012
C 0.206 -1.801 -2.205
C -0.484 -2.915 -2.681
C -1.294 -2.822 -3.797
C -1.433 -1.615 -4.461
C -0.748 -0.502 -4.003
C 0.065 -0.594 -2.889
C 2.242 -1.174 -0.915
C 3.043 -1.244 0.211
N 2.497 0.251 3.214
N 1.661 1.348 2.957
C 0.428 0.984 2.409
O 0.014 -0.152 2.531
N -0.265 2.001 1.855
C -1.534 1.756 1.191
C -1.316 1.273 -0.246
C -2.656 1.010 -0.925
C -3.516 2.269 -0.909
C -3.730 2.751 0.524
C -2.392 3.016 1.209
H 5.199 -1.239 2.051
H 4.696 -1.422 3.748
H 1.211 -3.418 2.020
H -0.225 -3.267 0.030
H -0.367 -3.866 -2.183
H -1.818 -3.698 -4.153
H -2.069 -1.543 -5.331
H -0.849 0.443 -4.517
H 0.583 0.284 -2.535
H 2.559 -0.551 -1.739
H 3.949 -0.660 0.243
H 1.946 -0.594 3.359
H 2.198 2.106 2.547
H 0.191 2.882 1.681
H -2.025 0.958 1.759
H -0.765 2.035 -0.802
H -0.719 0.360 -0.227
H -3.173 0.208 -0.396
H -2.487 0.678 -1.951
H -3.022 3.055 -1.486
H -4.480 2.067 -1.379
H -4.275 1.988 1.083
H -4.331 3.662 0.526
H -2.553 3.339 2.239
H -1.866 3.816 0.680
*
```

=====

3.
C20H15N3O7STeV | wB97M-V/def2-TZVPD

E ... -83585.3722 eV
HOMO (spin up / spin down) ... -15.00 / -15.01 eV
Orbital gap (spin up / spin down) ... 5.61 / 6.40 eV
Energy relative to the best compared isomer or geometry (same formula, charge and spin) ... 0.00 kcal per mole

Geometry as ORCA input:
```
! wB97M-V def2-TZVPD RIJCOSX def2/J DEFGRID3
* xyz 2 2
V -0.760 -0.851 -1.476
O 3.413 3.194 1.468
C 2.836 2.711 0.369
O 3.000 3.183 -0.711
C 1.972 1.485 0.502
C 2.057 0.381 1.350
N 1.150 -0.520 0.961
N 0.478 -0.070 -0.103
C 0.973 1.142 -0.398
C 0.353 1.751 -1.603
O 0.329 2.827 -2.042
O -0.400 0.657 -2.210
H 3.099 2.800 2.290
H 2.716 0.173 2.179
H 0.983 -1.507 1.254
C -2.616 0.247 1.621
Te -3.206 -0.288 -0.369
C -3.368 1.824 -0.697
C -3.597 2.370 0.693
C -4.162 3.627 0.861
C -4.353 4.131 2.139
C -3.998 3.377 3.248
C -3.448 2.114 3.085
C -3.238 1.612 1.807
H -1.529 0.254 1.661
H -2.997 -0.505 2.308
H -4.204 1.996 -1.372
H -2.454 2.175 -1.172
H -4.459 4.210 -0.001
H -4.798 5.109 2.269
H -4.167 3.764 4.243
H -3.193 1.518 3.953
O 0.016 -4.785 2.860
S 0.879 -4.655 1.738
O 2.292 -4.593 1.867
N 0.400 -3.215 0.927
C -0.100 -3.516 -0.201
O -0.580 -2.521 -0.986
C -0.164 -4.922 -0.604
C -0.641 -5.495 -1.771
C -0.563 -6.878 -1.888
C -0.023 -7.653 -0.867
C 0.459 -7.076 0.308
C 0.374 -5.708 0.406
H -1.060 -4.895 -2.567
H -0.925 -7.358 -2.786
H 0.027 -8.727 -0.986
H 0.879 -7.680 1.100
*
```

=====

4.
CHN3O | wB97M-V/def2-TZVPD

E ... -7571.5529 eV
HOMO ... -11.18 eV
Orbital gap ... 12.02 eV
Energy relative to the best compared isomer or geometry (same formula, charge and spin) ... 5.09 kcal per mole

Geometry as ORCA input:
```
! wB97M-V def2-TZVPD RIJCOSX def2/J DEFGRID3
* xyz 0 1
N -1.469 -0.071 0.253
C -1.008 0.912 -0.250
O -0.565 1.898 -0.630
H -1.598 -1.052 0.215
N 0.442 3.511 1.044
N 0.315 4.158 0.163
*
```